(1)
The following is a DFT calculation (wB97M-V/def2-TZVPD) of a structure of composition C34H91HgN3O14 in a non-equilibrium geometry.

CARTESIAN COORDINATES (ANGSTROEM)
Hg -13.5651 27.4310 10.9894
C -7.6607 23.6531 9.3075
C -8.3057 24.8290 10.0701
O -9.3238 25.5555 9.4561
H -6.9798 23.0742 9.9314
H -7.0722 24.0272 8.4698
H -8.4262 22.9650 8.9488
H -7.4283 25.4281 10.3139
H -8.6692 24.4715 11.0335
C -12.4782 24.7079 17.2549
C -12.6817 26.1320 16.7494
O -13.6029 26.1878 15.6613
H -11.5337 24.7931 17.7923
H -12.3132 23.9160 16.5244
H -13.2084 24.3310 17.9710
H -11.7227 26.3602 16.2844
H -12.7656 26.8882 17.5300
C 0.9369 25.1746 13.3471
O 0.4624 26.3592 12.6625
C -0.3639 25.9093 11.5437
C -0.9453 27.1350 10.7842
N 0.0723 27.8863 10.0774
C 0.4531 27.1761 8.8678
C 1.5307 28.0431 8.1619
O 2.7509 28.0098 8.9358
C 3.3539 29.2535 9.2616
H 1.3384 24.4018 12.6915
H 0.1564 24.6834 13.9281
H 1.7892 25.4436 13.9711
H -1.2201 25.3562 11.9297
H 0.1622 25.2178 10.8855
H -1.5516 27.6621 11.5209
H -1.6200 26.7636 10.0129
H 0.8856 27.8644 10.6760
H -0.4178 27.1332 8.2137
H 0.8061 26.1450 8.8846
H 1.1282 29.0416 7.9914
H 1.7950 27.5225 7.2415
H 3.7672 29.7320 8.3738
H 4.1555 29.0980 9.9836
H 2.6586 29.9921 9.6604
C -16.6798 30.1462 11.5877
O -15.3404 30.4968 11.9823
C -15.2206 31.8143 12.4560
C -13.8124 31.9270 13.1332
N -12.7873 31.4789 12.1576
C -11.4068 31.4058 12.7679
C -10.7129 32.7637 13.1039
O -11.3414 33.5600 14.0899
C -11.3968 33.0784 15.4158
H -16.7567 29.0727 11.4150
H -16.9071 30.6823 10.6662
H -17.3478 30.5348 12.3564
H -15.9731 32.1062 13.1885
H -15.2590 32.5218 11.6277
H -13.7494 31.3259 14.0403
H -13.6032 32.9793 13.3259
H -12.6578 32.2344 11.4999
H -10.7315 30.9998 12.0148
H -11.3312 30.8559 13.7060
H -10.6679 33.4162 12.2320
H -9.7023 32.5060 13.4208
H -12.2670 32.4542 15.6191
H -11.4185 33.9013 16.1303
H -10.4587 32.5705 15.6394
C -1.9077 19.2997 4.2189
O -0.5354 19.5299 4.1108
C 0.0461 20.2644 5.1900
C 1.5421 20.4866 5.0300
N 1.7715 21.5685 4.0936
C 3.2423 21.8263 3.9208
C 4.0665 20.7430 3.1952
O 3.6876 20.6716 1.8404
C 4.1944 19.5403 1.1519
H -2.0720 18.5706 5.0123
H -2.2624 18.8629 3.2854
H -2.5342 20.1794 4.3671
H -0.1519 19.6590 6.0745
H -0.5226 21.1802 5.3510
H 1.9041 19.5043 4.7264
H 2.0858 20.6978 5.9508
H 1.4984 21.3194 3.1537
H 3.7098 22.0332 4.8835
H 3.3852 22.7804 3.4135
H 3.7937 19.7890 3.6464
H 5.1255 20.9434 3.3577
H 5.2828 19.5104 1.1005
H 3.8733 19.5297 0.1103
H 3.9007 18.5572 1.5197
C -8.3636 24.5552 1.9972
C -8.5451 25.3978 3.2319
O -9.6061 24.7953 3.9464
H -7.8640 23.6172 2.2393
H -7.7557 25.0963 1.2721
H -9.2905 24.3045 1.4813
H -8.8393 26.4282 3.0328
H -7.6367 25.4528 3.8319
H -9.5990 25.1364 4.8437
C -13.8916 19.4692 3.0903
C -12.3517 19.2921 3.1237
O -11.7616 19.8932 4.2694
H -14.3134 19.0739 4.0144
H -14.4030 18.8321 2.3687
H -14.1857 20.4935 2.8611
H -11.8253 19.5282 2.1989
H -12.1446 18.2222 3.1061
H -11.6384 20.8364 4.1395
C -5.3110 27.6473 17.1418
C -4.3214 27.6266 18.2852
O -4.2761 26.3114 18.7398
H -5.4603 28.6921 16.8695
H -6.2646 27.1937 17.4123
H -4.9920 27.0786 16.2684
H -4.6688 28.2169 19.1332
H -3.2922 27.8308 17.9901
H -3.8305 26.4174 19.5835
C -6.9579 21.5823 15.7753
C -6.3175 20.7255 16.8754
O -5.0058 21.2264 17.1402
H -7.8968 21.1360 15.4477
H -6.2490 21.6633 14.9513
H -7.1924 22.5481 16.2229
H -6.3371 19.7377 16.4149
H -6.9158 20.7960 17.7838
H -5.0502 22.1402 17.4312
C -5.6223 32.1718 6.9618
C -6.1913 30.7756 7.1844
O -7.5805 30.8085 6.8892
H -5.7301 32.5702 5.9530
H -4.5523 32.2944 7.1296
H -6.1109 32.8720 7.6395
H -5.9317 30.4795 8.2008
H -5.6315 30.0612 6.5808
H -7.9224 30.0058 7.2896
C -10.4487 16.5567 9.2453
C -9.4220 17.5313 9.8532
O -8.8745 16.9467 11.0283
H -11.3383 16.5594 9.8752
H -9.9883 15.5691 9.2708
H -10.6980 16.8203 8.2175
H -9.9255 18.4427 10.1758
H -8.5868 17.7016 9.1740
H -9.5280 16.8950 11.7297

Output
**LUMO**: -5.69 eV
**Charge**: 0
**Frontier orbital gap**: 1.917 eV
**Molecular weight**: 966.7 g mol⁻¹
**DFT total energy**: -2720.41205 a.u.
**F_max**: 0.0730 hartree/bohr
**Spin multiplicity**: 1
**HOMO energy**: -7.6 eV

These are the Löwdin partial charges, in e, on atoms 1 to 5: Hg 0.191; C -0.094; C -0.376; O -0.056; H 0.069

***

(2)
The following is a DFT calculation (wB97M-V/def2-TZVPD) of a cluster of 8 separate species, C34H91N7O10 in total in a non-equilibrium geometry.

CARTESIAN COORDINATES (ANGSTROEM)
C 0.3102 -0.1685 0.0047
C 1.5922 -0.6262 -0.7059
O 1.4193 -1.8400 -1.3966
H -0.4262 0.2488 -0.6820
H 0.6004 0.6493 0.6643
H -0.2761 -0.8487 0.6226
H 2.3761 -0.8739 0.0099
H 2.1049 0.0880 -1.3503
H 0.8712 -1.6861 -2.1696
C 2.7489 -2.6181 -5.1587
O 1.6251 -1.9067 -5.7511
C 1.7110 -1.4800 -7.1324
C 0.7996 -0.1289 -7.2917
N -0.6399 -0.3511 -7.2568
C -1.3635 0.9378 -7.1429
C -2.3258 1.1202 -5.9358
O -1.7880 0.9816 -4.6271
C -0.9537 2.0398 -4.2293
H 3.0216 -3.3343 -5.9339
H 2.5228 -3.0333 -4.1766
H 3.6781 -2.0610 -5.0390
H 1.5360 -2.2864 -7.8446
H 2.7877 -1.3439 -7.2337
H 1.1855 0.4011 -8.1624
H 1.1696 0.4276 -6.4306
H -0.6869 -0.9897 -6.4757
H -2.0364 0.9778 -7.9995
H -0.7367 1.8265 -7.2169
H -3.0717 0.3256 -5.9176
H -2.7801 2.1078 -6.0152
H -0.1770 2.3937 -4.9072
H -0.5594 1.8036 -3.2410
H -1.5324 2.9416 -4.0292
C 1.2309 0.3194 4.7404
O 2.3331 -0.3124 3.9234
C 2.0277 -1.6978 3.6258
C 2.0387 -2.5850 4.8601
N 0.7630 -3.0994 5.1490
C 0.3424 -3.0411 6.5032
C -1.2143 -3.3049 6.6024
O -1.9400 -2.2437 6.0880
C -3.2707 -2.4713 5.6916
H 0.2257 -0.0999 4.6971
H 1.1726 1.3792 4.4922
H 1.6182 0.1566 5.7462
H 2.8321 -2.0953 3.0070
H 1.1248 -1.8968 3.0486
H 2.4508 -2.0511 5.7164
H 2.6652 -3.4709 4.7559
H 0.0498 -2.5928 4.6442
H 0.4197 -2.0843 7.0196
H 0.9522 -3.8494 6.9068
H -1.4816 -3.4228 7.6525
H -1.3852 -4.3135 6.2260
H -3.8597 -2.9391 6.4805
H -3.3185 -3.1063 4.8070
H -3.7063 -1.5887 5.2235
C -0.6307 -3.7106 -3.5420
C -1.2943 -2.4835 -4.0976
C -2.5632 -2.0244 -3.4054
O -3.5723 -3.0602 -3.6560
C -4.8764 -2.4907 -3.6021
N -0.4156 -1.3293 -4.0876
H 0.2587 -3.9902 -4.1067
H -1.3098 -4.5380 -3.3366
H -0.4178 -3.4657 -2.5014
H -1.5641 -2.6994 -5.1313
H -2.8857 -1.0655 -3.8110
H -2.4556 -1.7930 -2.3457
H -4.9093 -2.1492 -2.5675
H -5.5321 -3.3558 -3.7012
H -5.1714 -1.8552 -4.4371
H -0.9340 -0.5226 -4.4048
H 0.4140 -1.3601 -4.6630
C -5.2004 2.1245 1.1984
C -4.9727 1.4117 -0.1907
C -3.9734 0.2002 -0.0073
O -4.4588 -0.7614 0.9032
C -4.0488 -2.0670 0.6315
N -6.3018 1.0999 -0.6049
H -5.7429 3.0698 1.2123
H -4.2135 2.3640 1.5944
H -5.5797 1.4410 1.9580
H -4.6755 2.0562 -1.0180
H -3.0416 0.5611 0.4280
H -3.7773 -0.1015 -1.0362
H -2.9628 -2.1601 0.6290
H -4.4075 -2.4130 -0.3379
H -4.5112 -2.7054 1.3843
H -6.6726 0.2912 -0.1267
H -6.9302 1.8862 -0.5220
C -3.3650 3.5691 6.6680
C -3.2922 3.0521 5.1332
C -1.9798 2.2218 4.6510
O -2.1120 2.1195 3.1869
C -0.9500 1.6478 2.6559
N -4.6051 2.5219 4.7191
H -2.4328 3.9893 7.0455
H -3.5876 2.8114 7.4192
H -4.0571 4.4094 6.7218
H -3.1535 3.9980 4.6097
H -1.9031 1.2230 5.0806
H -1.0968 2.8134 4.8924
H -0.7542 0.6450 3.0355
H -0.0324 2.2097 2.8303
H -1.1391 1.6815 1.5829
H -4.7389 1.6896 5.2754
H -4.1822 2.2525 3.8424
C 4.4893 1.8919 2.0376
C 3.3384 2.6450 1.2064
C 3.1713 4.0706 1.7181
O 2.7597 3.8169 3.0363
C 1.9482 4.9303 3.4333
N 3.6155 2.6361 -0.2641
H 5.3972 2.4591 1.8324
H 4.5101 0.9088 1.5672
H 4.3993 1.8873 3.1239
H 2.4466 2.0279 1.3151
H 2.4001 4.4887 1.0712
H 4.0906 4.6503 1.6342
H 1.9906 5.0364 4.5173
H 0.9058 4.7333 3.1827
H 2.2401 5.9374 3.1357
H 4.4986 3.1238 -0.3129
H 3.8566 1.6924 -0.5312
C 6.7546 -0.5086 -0.4195
C 5.5758 -1.2091 -1.1283
C 5.0530 -0.5875 -2.3966
O 4.8775 0.8802 -2.2524
C 4.0817 1.4690 -3.2751
N 5.8788 -2.6005 -1.4741
H 7.5391 -0.2052 -1.1126
H 7.2515 -1.1039 0.3466
H 6.3362 0.4324 -0.0622
H 4.7104 -1.2856 -0.4701
H 4.0635 -0.9574 -2.6654
H 5.6949 -0.8441 -3.2393
H 4.5512 1.2930 -4.2429
H 3.8581 2.5228 -3.1089
H 3.1182 0.9734 -3.3940
H 5.6620 -3.1372 -0.6464
H 6.8704 -2.6100 -1.6658

Output
**LUMO**: 0.65 eV
**Charge**: 0
**Frontier orbital gap**: 9.102 eV
**Relative energy (zero: lowest compared OMol25 entry of this formula, charge and spin)**: 4.8656 eV
**Molecular weight**: 758.1 g mol⁻¹
**DFT total energy**: -2485.31497 a.u.
**F_max**: 0.0653 hartree/bohr
**Spin multiplicity**: 1
**SMILES**: COC[C@H](C)N.COC[C@H](C)N.COC[C@H](C)N.COC[C@H](C)N.COC[C@H](C)N.COCCNCCOC.COCCNCCOC.CCO
**HOMO energy**: -8.5 eV

These are the Löwdin partial charges, in e, on atoms 1 to 5: C -0.064; C -0.305; O -0.095; H 0.063; H 0.040